1.
{
  "formula": "C5H8NO",
  "method": "wB97M-V/def2-TZVPD",
  "elements": ["C", "C", "C", "C", "C", "N", "O", "H", "H", "H", "H", "H", "H", "H", "H"],
  "xyz": [[-0.3933, 0.5593, 0.0811], [1.3291, -1.2626, 0.7942], [0.9543, -1.3187, -0.6887], [0.9248, 0.0765, -0.0510], [-0.7497, 1.9296, -0.2026], [-2.4354, -1.0576, 0.0811], [-3.3324, -0.4441, 0.2015], [0.7663, -1.6914, 1.6556], [2.4137, -1.1453, 1.2043], [1.7910, -1.4467, -1.3533], [0.0941, -1.8355, -0.9820], [1.7426, 0.7896, 0.0948], [-0.0778, 2.6069, -0.5568], [-1.4129, 2.2463, 0.7085], [-1.6145, 1.9938, -0.9866]],
  "lowdin_charge": [0.01, -0.03, -0.07, -0.25, -0.08, 0.27, 0.21, 0.11, 0.14, 0.12, 0.08, 0.15, 0.05, 0.15, 0.14],
  "lumo_energy_ev": [-6.054, -6.053],
  "spin_multiplicity": 1,
  "relative_energy_kj_mol": 663.1,
  "homo_lumo_gap_ev": [7.115, 7.118],
  "fmax_ev_per_a": 5.6,
  "total_charge": 1
}

2.
{
  "formula": "C5H8NO",
  "method": "wB97M-V/def2-TZVPD",
  "elements": ["C", "C", "C", "C", "C", "N", "O", "H", "H", "H", "H", "H", "H", "H", "H"],
  "xyz": [[-1.2677, -0.9639, 0.1933], [-1.0923, -2.2626, 0.5206], [-0.2459, -0.0624, -0.1638], [0.9049, 0.1032, 0.6790], [-0.3805, 1.0948, -1.0273], [-2.4013, -0.1455, 0.2424], [-2.7323, 0.9992, -0.0836], [-2.0384, -2.8548, 0.6250], [-0.1101, -2.6818, 0.3602], [0.8349, -0.3036, 1.6891], [1.3665, 1.1358, 0.6272], [1.7723, -0.4868, 0.2447], [-0.6320, 0.8456, -2.1268], [0.6226, 1.4913, -1.0711], [-1.0664, 1.8065, -0.5844]],
  "lowdin_charge": [-0.28, 0.25, -0.19, -0.01, -0.01, 0.11, 0.10, 0.13, 0.11, 0.12, 0.13, 0.16, 0.16, 0.09, 0.12],
  "lumo_energy_ev": [-6.914, -6.649],
  "spin_multiplicity": 1,
  "relative_energy_kj_mol": 572.5,
  "homo_lumo_gap_ev": [7.456, 7.148],
  "fmax_ev_per_a": 4.7,
  "total_charge": 1
}

3.
{
  "formula": "C5H8NO",
  "method": "wB97M-V/def2-TZVPD",
  "elements": ["C", "C", "C", "C", "C", "N", "O", "H", "H", "H", "H", "H", "H", "H", "H"],
  "xyz": [[-0.7195, 0.1789, -0.1649], [1.7234, -0.7487, -0.0411], [1.6087, 0.3286, 0.9246], [0.2066, -0.5584, 0.5430], [-2.1377, -0.0127, -0.2602], [-0.1041, 1.3149, -1.1827], [-0.7828, 1.5535, -2.1093], [2.0107, -0.4316, -1.0879], [2.1318, -1.7596, 0.2719], [2.1229, 0.2328, 2.0085], [1.4471, 1.2977, 0.5984], [-0.1184, -1.3514, 1.2073], [-2.5869, 0.5860, 0.5878], [-2.3407, -1.0555, -0.1393], [-2.4612, 0.4254, -1.1561]],
  "lowdin_spin": [0.25, 0.04, 0.04, 0.06, 0.03, 0.70, 0.83, 0.00, 0.00, 0.00, 0.00, 0.01, 0.00, 0.01, 0.00],
  "lumo_energy_ev": [-5.724, -6.726],
  "spin_multiplicity": 3,
  "s_squared": 2.009,
  "relative_energy_kj_mol": 136.6,
  "homo_lumo_gap_ev": [7.868, 9.552],
  "fmax_ev_per_a": 4.4,
  "total_charge": 1
}

4.
{
  "formula": "C5H8NO2",
  "method": "wB97M-V/def2-TZVPD",
  "elements": ["N", "C", "C", "C", "C", "C", "O", "O", "H", "H", "H", "H", "H", "H", "H", "H"],
  "xyz": [[1.0547, -0.2641, 0.7268], [0.3446, -1.4468, 0.2057], [0.1051, -0.9862, -1.2179], [-0.4211, 0.4433, -1.0182], [0.3455, 0.8947, 0.2651], [-0.7679, 1.4100, 1.3442], [-1.2131, 0.6443, 2.1674], [-0.9878, 2.6016, 1.0384], [1.1545, -0.3119, 1.7387], [0.9430, -2.3355, 0.3916], [-0.6310, -1.5090, 0.6860], [-0.5213, -1.5387, -1.9056], [1.0391, -0.9430, -1.7956], [-1.4920, 0.5885, -0.9424], [-0.0005, 1.0722, -1.7824], [1.0482, 1.6807, 0.0982]],
  "lowdin_spin": [0.18, 0.02, 0.00, 0.01, 0.15, 0.11, 0.10, 0.39, 0.01, 0.00, 0.01, 0.00, 0.00, 0.00, 0.00, 0.01],
  "lumo_energy_ev": [0.872, -2.810],
  "spin_multiplicity": 2,
  "s_squared": 0.757,
  "relative_energy_kj_mol": 11.8,
  "homo_lumo_gap_ev": [10.603, 7.021],
  "fmax_ev_per_a": 2.6
}

5.
{
  "formula": "C5H8NO2S",
  "method": "wB97M-V/def2-TZVPD",
  "elements": ["C", "C", "C", "C", "C", "N", "O", "O", "S", "H", "H", "H", "H", "H", "H", "H", "H"],
  "xyz": [[1.7316, 1.6654, -0.8623], [-0.1452, 0.7310, -0.5316], [2.1494, 0.4665, 0.0117], [0.6906, -0.1232, 0.4008], [0.4666, -1.6912, 0.4283], [-1.3985, 0.7639, -0.5031], [-3.1494, -0.7047, -1.5378], [-3.8439, 0.4599, 0.5259], [-2.8859, -0.4515, -0.1283], [1.4652, 2.5119, -0.2060], [2.9481, -0.1642, -0.4299], [2.5755, 0.8759, 1.0567], [0.4757, 0.1514, 1.3739], [0.2787, -1.9510, -0.5504], [-0.5155, -1.8227, 0.9562], [1.0820, -2.2381, 1.1580], [-1.9248, 1.5208, -1.1621]],
  "lowdin_charge": [-0.08, -0.19, -0.33, -0.35, -0.07, -0.10, -0.52, -0.54, 0.66, -0.05, 0.06, 0.10, 0.09, 0.04, 0.05, 0.07, 0.16],
  "lumo_energy_ev": 3.544,
  "spin_multiplicity": 1,
  "relative_energy_kj_mol": 50.6,
  "homo_lumo_gap_ev": 6.906,
  "fmax_ev_per_a": 4.3,
  "total_charge": -1
}

6.
{
  "formula": "C5H8NO2S2",
  "method": "wB97M-V/def2-TZVPD",
  "elements": ["C", "C", "O", "N", "C", "C", "S", "C", "O", "S", "H", "H", "H", "H", "H", "H", "H", "H"],
  "xyz": [[1.9783, -0.9944, 1.1769], [1.1529, 0.0745, 0.4703], [1.6610, 1.0472, -0.0538], [-0.1632, -0.1837, 0.5305], [-1.2304, 0.5576, -0.0622], [-0.9970, 0.8325, -1.5461], [-1.4753, 2.1692, 0.8125], [-2.5672, -0.2379, 0.0858], [-3.6237, 0.3812, 0.0390], [-2.3854, -1.9002, 0.2578], [1.6703, -1.9853, 0.8528], [1.8242, -0.9130, 2.2511], [3.0315, -0.8426, 0.9554], [-0.5013, -1.0884, 0.8799], [-0.0797, 1.4035, -1.6692], [-1.8372, 1.3942, -1.9495], [-0.9096, -0.1157, -2.0773], [-2.8018, 2.0425, 0.6754]],
  "lowdin_charge": [-0.01, -0.56, 0.02, 0.00, -0.80, -0.10, 0.75, -1.01, -0.14, 0.54, 0.07, 0.08, 0.07, 0.01, 0.06, 0.08, 0.08, -0.14],
  "lumo_energy_ev": 3.389,
  "spin_multiplicity": 1,
  "smiles": "CC(=O)N[C@](C)(S)C([O-])=S",
  "relative_energy_kj_mol": 0.0,
  "homo_lumo_gap_ev": 7.643,
  "fmax_ev_per_a": 1.3,
  "total_charge": -1
}

7.
{
  "formula": "C5H8O",
  "method": "wB97M-V/def2-TZVPD",
  "elements": ["C", "C", "C", "O", "C", "C", "H", "H", "H", "H", "H", "H", "H", "H"],
  "xyz": [[-1.0306, 1.6792, 1.2335], [0.1209, 0.8290, 0.7417], [-0.0151, -0.3869, 0.0737], [-0.6991, -1.5062, 0.7009], [0.5566, -0.7667, -1.1518], [1.4833, -0.0507, -1.9014], [-1.2514, 2.4946, 0.5312], [-1.8970, 1.0500, 1.4489], [-0.7415, 2.1986, 2.1565], [1.1067, 1.2751, 0.8528], [-1.6468, -1.3640, 0.6274], [0.0821, -1.6985, -1.4790], [2.2705, 0.4309, -1.3339], [1.4466, 0.1184, -2.9679]],
  "lowdin_spin": [0.05, 0.30, 0.12, 0.04, 0.12, 0.25, 0.02, 0.00, 0.00, 0.03, 0.00, 0.01, 0.03, 0.03],
  "lumo_energy_ev": [4.249, 4.212],
  "spin_multiplicity": 2,
  "s_squared": 0.780,
  "relative_energy_kj_mol": 114.8,
  "homo_lumo_gap_ev": [4.910, 5.620],
  "fmax_ev_per_a": 1.2,
  "total_charge": -1
}

8.
{
  "formula": "C5H8O",
  "method": "wB97M-V/def2-TZVPD",
  "elements": ["C", "C", "C", "C", "O", "C", "H", "H", "H", "H", "H", "H", "H", "H"],
  "xyz": [[-0.9535, -0.0536, -1.3069], [-0.1998, 0.1482, -0.0210], [1.0574, 0.9890, -0.0016], [1.1337, -0.4565, 0.3168], [0.7965, -0.6903, 1.6771], [-0.5698, -0.3538, 1.3722], [-0.2817, -0.5054, -2.0453], [-1.3293, 0.8768, -1.7434], [-1.8005, -0.7317, -1.1765], [1.3763, 1.2488, -1.0079], [1.2790, 1.7386, 0.7544], [1.6612, -1.2308, -0.2274], [-1.0225, 0.3048, 2.1193], [-1.1470, -1.2842, 1.2902]],
  "lowdin_charge": [-0.03, -0.37, -0.02, -0.25, -0.07, -0.12, 0.08, 0.08, 0.08, 0.11, 0.12, 0.15, 0.12, 0.13],
  "lumo_energy_ev": 1.066,
  "spin_multiplicity": 1,
  "relative_energy_kj_mol": 235.1,
  "homo_lumo_gap_ev": 10.315,
  "fmax_ev_per_a": 0.5
}

9.
{
  "formula": "C5H8O",
  "method": "wB97M-V/def2-TZVPD",
  "elements": ["C", "C", "C", "C", "H", "H", "H", "H", "H", "H", "C", "O", "H", "H"],
  "xyz": [[1.0077, 0.0395, -0.9544], [-0.4292, -0.1217, -0.5829], [-0.2674, -1.3375, 0.2683], [0.4052, -1.3145, -1.0563], [1.7212, 0.1504, -0.1379], [1.2122, 0.6539, -1.8269], [-1.1846, -0.1015, -1.3478], [0.4140, -1.2615, 1.1157], [-1.1676, -1.9165, 0.4555], [0.1538, -1.8732, -1.9467], [-0.4694, 1.7678, 1.4970], [0.5119, 1.3026, 2.0209], [-0.4130, 2.5742, 0.7392], [-1.4949, 1.4381, 1.7563]],
  "lowdin_charge": [-0.10, -0.23, -0.10, -0.20, 0.10, 0.11, 0.12, 0.10, 0.11, 0.12, -0.17, -0.02, 0.09, 0.09],
  "lumo_energy_ev": 1.060,
  "spin_multiplicity": 1,
  "smiles": "C1[C@H]2C[C@@H]12.C=O",
  "relative_energy_kj_mol": 350.5,
  "homo_lumo_gap_ev": 10.166,
  "fmax_ev_per_a": 1.2
}

10.
{
  "formula": "C5H8O",
  "method": "wB97M-V/def2-TZVPD",
  "elements": ["C", "C", "C", "C", "C", "O", "H", "H", "H", "H", "H", "H", "H", "H"],
  "xyz": [[1.5277, -1.2070, 0.9842], [0.0867, -1.3313, 1.3014], [0.6308, -0.0350, 0.6894], [0.0783, 0.0886, -0.6602], [-1.3180, 1.5443, -1.7782], [-0.3138, 1.3412, -0.7891], [1.9131, -1.7454, 0.1250], [2.2242, -1.0669, 1.8039], [-0.2497, -1.2741, 2.3311], [-0.5268, -1.9391, 0.6426], [0.6672, 0.8415, 1.3368], [-1.5991, 0.5685, -2.1779], [-0.9676, 2.2134, -2.5656], [-2.1529, 2.0014, -1.2434]],
  "lowdin_charge": [-0.13, -0.12, -0.30, -0.02, -0.08, -0.14, 0.10, 0.10, 0.10, 0.10, 0.14, 0.08, 0.09, 0.09],
  "lumo_energy_ev": 1.137,
  "spin_multiplicity": 1,
  "relative_energy_kj_mol": 356.2,
  "homo_lumo_gap_ev": 9.520,
  "fmax_ev_per_a": 0.6
}